[1]
This record from the OMol25 dataset describes the ion C11H16N3O with charge +1 at a distorted geometry. The level of theory is wB97M-V/def2-TZVPD.

HOMO   -0.4547 hartree
Charge   +1
Gap between HOMO and LUMO   9.2968 eV

Each line ends with the Mulliken charge.
Cartesian coordinates (Å):
H -3.623 1.893 -1.289  0.330
C 2.049 -0.221 1.100  -0.306
H 3.899 1.292 -1.893  0.407
N -0.660 -0.205 1.097  -0.268
H -0.069 -2.082 -1.592  0.386
H 0.357 -2.747 -0.059  0.456
C 3.372 0.276 1.272  -0.905
H 1.445 0.566 -2.023  0.307
H 3.912 0.185 2.195  0.406
C 3.990 0.837 0.172  -0.348
N -2.403 1.061 2.029  -0.437
N -1.956 0.857 -0.381  0.260
H -2.069 1.903 -1.983  0.387
C 1.439 -0.161 -0.145  -0.231
C -0.047 -0.516 -0.150  1.172
H 4.925 1.306 0.011  0.388
C -1.717 0.701 0.886  0.340
H -3.402 1.469 2.132  0.276
H -1.896 -3.342 -1.262  0.410
C 3.437 0.771 -1.100  -0.714
C -0.335 -2.041 -0.567  -0.554
C -1.778 -2.452 -0.603  -1.286
H -2.342 -2.482 0.393  0.239
C 2.173 0.303 -1.225  -0.051
C -2.542 1.909 -1.072  -0.968
H -2.218 -1.753 -1.199  0.371
H -2.329 2.788 -0.505  0.390
O -0.814 0.307 -1.025  -0.311
H -0.576 -0.807 1.932  0.404
H -1.866 0.955 2.818  0.204
H 1.645 -0.570 2.039  0.248

[2]
This record from the OMol25 dataset describes an isolated molecule of C16H22O5. The level of theory is wB97M-V/def2-TZVPD.

HOMO   -0.3356 hartree
Gap between HOMO and LUMO   9.8876 eV

Each line ends with the Mulliken charge.
Cartesian coordinates (Å):
H 2.623 3.574 -2.656  0.371
O 1.752 0.831 -0.300  -0.478
O -0.821 -0.498 -2.445  -0.670
C -0.618 0.797 -1.947  -0.514
C -1.422 -1.188 2.041  0.845
O -0.767 2.156 0.074  -0.686
C -0.616 0.017 2.459  -1.080
H -1.551 0.305 -0.064  0.631
H 1.514 -0.277 2.069  0.524
H 0.649 2.501 -2.241  0.475
H 0.598 -3.136 0.079  0.547
H -3.738 -4.161 1.135  0.389
C -3.098 -3.332 1.394  -0.657
H 0.044 2.633 -0.159  0.514
C 0.679 0.323 1.706  -1.770
H -1.439 -4.069 0.273  0.361
H 4.122 3.510 -1.715  0.345
C 0.608 0.162 0.184  1.183
C 3.106 3.097 -1.799  -0.700
H -0.246 -1.099 -1.948  0.493
C -2.732 -1.254 2.514  -0.933
C -0.956 -2.223 1.233  1.545
H 1.186 -2.220 1.475  0.207
H -3.098 -0.451 3.139  0.418
H 2.534 2.821 0.026  0.359
H 0.937 1.367 1.890  0.413
C -3.563 -2.311 2.204  -0.601
H -1.458 1.392 -2.327  0.557
H 3.965 1.176 -1.326  0.362
C 3.211 1.580 -2.005  -0.971
O 0.683 -1.187 -0.259  -0.354
C 0.442 -2.229 0.669  -1.112
H 0.794 1.270 -3.508  0.277
C -1.805 -3.277 0.912  -1.060
C -0.659 0.841 -0.404  -0.335
C 0.696 1.430 -2.434  -1.075
H -0.370 -0.089 3.521  0.597
C 1.907 0.823 -1.724  0.378
H -1.268 0.890 2.369  0.408
H 2.031 -0.221 -2.046  0.455
H 3.529 1.383 -3.029  0.419
H -4.572 -2.335 2.588  0.405
O 2.344 3.462 -0.671  -0.483